1.
{
  "formula": "C48H44Cl2N10O4PW",
  "method": "wB97M-V/def2-TZVPD",
  "de_lowest_ev": 1.627,
  "charge": -1,
  "homo_ev": [-3.5, -5.0],
  "lumo_ev": [2.307, 1.967],
  "multiplicity": 3,
  "elements": ["W", "Cl", "C", "C", "C", "N", "C", "O", "C", "C", "C", "C", "C", "N", "C", "C", "C", "Cl", "N", "C", "O", "C", "C", "C", "C", "C", "N", "H", "H", "H", "H", "H", "H", "H", "H", "H", "H", "N", "C", "C", "C", "C", "N", "C", "N", "N", "C", "O", "O", "H", "H", "H", "H", "H", "H", "H", "H", "H", "H", "H", "H", "H", "H", "N", "P", "C", "C", "C", "C", "C", "C", "C", "C", "C", "C", "C", "C", "C", "C", "C", "C", "C", "C", "H", "H", "H", "H", "H", "H", "H", "H", "H", "H", "H", "H", "H", "H", "H", "N", "C", "C", "C", "C", "C", "C", "H", "H", "H", "H", "H"],
  "coordinates": [[0.514, 0.350, 0.977], [3.518, 2.278, -5.103], [2.657, 2.333, -3.591], [1.826, 1.275, -3.267], [1.110, 1.259, -2.062], [0.382, 0.172, -1.564], [-0.076, -0.730, -2.450], [-0.166, -0.598, -3.677], [-0.475, -2.081, -1.894], [-1.016, -3.034, -2.754], [-1.343, -4.273, -2.236], [-1.141, -4.514, -0.884], [-0.583, -3.507, -0.112], [-0.242, -2.325, -0.614], [1.256, 2.366, -1.204], [2.099, 3.418, -1.536], [2.802, 3.408, -2.728], [3.845, 4.747, -3.103], [0.562, 2.312, 0.022], [-0.022, 3.451, 0.452], [-0.026, 4.554, -0.095], [-0.765, 3.280, 1.744], [-1.376, 4.351, 2.383], [-2.010, 4.114, 3.589], [-2.006, 2.826, 4.115], [-1.383, 1.821, 3.400], [-0.788, 2.052, 2.234], [1.722, 0.458, -3.961], [-1.157, -2.776, -3.793], [-1.764, -5.041, -2.873], [-1.399, -5.464, -0.436], [-0.376, -3.644, 0.945], [2.199, 4.257, -0.867], [-1.332, 5.325, 1.917], [-2.496, 4.921, 4.122], [-2.482, 2.600, 5.060], [-1.341, 0.800, 3.755], [2.474, -0.216, 0.111], [2.705, -1.674, 0.078], [4.184, -2.080, -0.004], [5.215, -1.262, 0.787], [4.985, -1.153, 2.295], [3.780, -0.385, 2.562], [3.749, 0.718, 3.524], [3.118, -0.806, 5.447], [4.693, 1.769, 3.203], [1.948, -2.313, 1.260], [2.299, -3.409, 1.681], [0.964, -1.626, 1.724], [2.683, 0.211, -0.786], [3.102, 0.152, 0.836], [2.196, -2.060, -0.807], [4.489, -2.050, -1.055], [4.224, -3.125, 0.310], [5.273, -0.244, 0.386], [6.196, -1.715, 0.608], [5.852, -0.661, 2.746], [4.921, -2.156, 2.733], [2.974, -0.975, 2.721], [2.939, -1.535, 4.764], [2.233, -0.346, 5.635], [5.648, 1.496, 3.404], [4.625, 2.020, 2.223], [-1.396, -0.279, 1.097], [-2.907, -0.218, 0.845], [-3.595, 1.134, -0.170], [-4.958, 1.253, -0.445], [-5.419, 2.280, -1.252], [-4.520, 3.187, -1.806], [-3.163, 3.053, -1.567], [-2.703, 2.021, -0.756], [-3.796, -0.154, 2.448], [-4.790, 0.758, 2.781], [-5.325, 0.784, 4.064], [-4.875, -0.107, 5.026], [-3.876, -1.020, 4.705], [-3.337, -1.037, 3.430], [-3.681, -1.651, 0.005], [-3.698, -1.662, -1.390], [-4.309, -2.697, -2.078], [-4.899, -3.744, -1.383], [-4.873, -3.751, 0.002], [-4.271, -2.707, 0.693], [-5.660, 0.529, -0.044], [-6.478, 2.370, -1.459], [-4.883, 3.989, -2.437], [-2.451, 3.742, -2.004], [-1.642, 1.882, -0.598], [-5.133, 1.479, 2.051], [-6.088, 1.511, 4.312], [-5.291, -0.085, 6.025], [-3.507, -1.708, 5.455], [-2.519, -1.708, 3.188], [-3.246, -0.845, -1.941], [-4.317, -2.688, -3.161], [-5.376, -4.553, -1.923], [-5.331, -4.565, 0.551], [-4.281, -2.712, 1.774], [1.567, 0.897, 2.448], [2.311, 1.275, 3.425], [1.835, 2.271, 4.374], [2.379, 2.730, 5.519], [3.562, 2.288, 6.237], [4.310, 1.208, 6.006], [4.080, 0.173, 4.941], [0.911, 2.741, 4.063], [1.844, 3.544, 5.999], [3.834, 2.902, 7.090], [5.129, 1.004, 6.687], [5.029, -0.363, 4.813]],
  "forces_ev_per_a": [[0.3, 0.1, 0.3], [0.0, 0.0, 0.0], [0.0, 0.0, 0.0], [0.0, 0.0, 0.0], [0.0, 0.0, 0.0], [0.0, -0.1, 0.3], [0.0, -0.1, -0.1], [-0.1, 0.1, 0.0], [-0.1, -0.1, 0.0], [0.1, 0.0, 0.0], [0.0, 0.0, 0.0], [0.0, 0.0, 0.0], [0.0, 0.0, 0.0], [0.0, 0.0, -0.1], [0.0, 0.0, 0.0], [0.0, 0.0, 0.0], [0.0, 0.0, 0.0], [0.0, 0.0, 0.0], [-0.2, 0.0, 0.1], [0.0, 0.0, 0.0], [0.0, 0.0, 0.0], [0.0, 0.0, 0.0], [0.0, 0.0, 0.0], [0.0, 0.0, 0.0], [0.0, 0.0, 0.0], [0.0, 0.0, 0.0], [-0.1, 0.0, 0.1], [0.0, 0.0, 0.0], [0.0, 0.0, 0.0], [0.0, 0.0, 0.0], [0.0, 0.0, 0.0], [0.0, 0.0, 0.0], [0.0, 0.0, 0.0], [0.0, 0.0, 0.0], [0.0, 0.0, 0.0], [0.0, 0.0, 0.0], [0.0, 0.0, 0.0], [0.1, -0.1, 0.0], [0.0, 0.0, 0.0], [0.0, 0.0, 0.0], [0.0, 0.0, 0.0], [0.0, 0.0, 0.0], [0.0, 0.0, 0.0], [0.0, -0.1, 0.1], [0.0, 0.0, 0.0], [0.0, 0.0, 0.0], [0.0, 0.1, 0.0], [0.0, 0.0, 0.0], [0.0, 0.0, 0.1], [0.0, 0.0, 0.0], [0.0, 0.0, 0.0], [0.0, 0.0, 0.0], [0.0, 0.0, 0.0], [0.0, 0.0, 0.0], [0.0, 0.0, 0.0], [0.0, 0.0, 0.0], [0.0, 0.0, 0.0], [0.0, 0.0, 0.0], [0.0, 0.0, 0.0], [0.0, 0.0, 0.0], [0.0, 0.0, 0.0], [0.0, 0.0, 0.0], [0.0, 0.0, 0.0], [0.0, 0.2, -0.5], [0.1, -0.1, 0.2], [0.0, 0.0, 0.0], [0.0, 0.0, 0.0], [0.0, 0.0, 0.0], [0.0, 0.0, 0.0], [0.0, 0.0, 0.0], [0.0, 0.0, 0.0], [0.0, 0.0, 0.0], [0.0, 0.0, 0.0], [0.0, 0.0, 0.0], [0.0, 0.0, 0.0], [0.0, 0.0, 0.0], [0.0, 0.0, 0.0], [0.0, 0.0, 0.0], [0.0, 0.0, 0.0], [0.0, 0.0, 0.0], [0.0, 0.0, -0.1], [0.0, 0.0, 0.0], [0.0, 0.0, 0.0], [0.0, 0.0, 0.0], [0.0, 0.0, 0.0], [0.0, 0.0, 0.0], [0.0, 0.0, 0.0], [0.0, 0.0, 0.0], [0.0, 0.0, 0.0], [0.0, 0.0, 0.0], [0.0, 0.0, 0.0], [0.0, 0.0, 0.0], [0.0, 0.0, 0.0], [0.0, 0.0, 0.0], [0.0, 0.0, 0.0], [0.0, 0.0, 0.0], [0.0, 0.0, 0.0], [0.0, 0.0, 0.0], [-0.3, 0.1, -0.5], [0.1, 0.0, 0.2], [0.0, -0.1, -0.1], [0.0, 0.0, 0.0], [0.0, 0.0, 0.0], [0.0, 0.0, 0.0], [0.0, 0.0, 0.0], [0.0, 0.0, 0.0], [0.0, 0.0, 0.0], [0.0, 0.0, 0.0], [0.0, 0.0, 0.0], [0.0, 0.0, 0.0]]
}

---

2.
{
  "formula": "C48H44GeN7O4S2SbSc",
  "method": "wB97M-V/def2-TZVPD",
  "de_lowest_ev": 2.184,
  "homo_ev": [-5.6, -6.8],
  "lumo_ev": [-0.431, -0.431],
  "multiplicity": 2,
  "elements": ["Sc", "N", "C", "S", "N", "N", "C", "C", "C", "C", "C", "C", "C", "C", "C", "C", "C", "C", "N", "H", "H", "H", "H", "H", "H", "H", "H", "H", "H", "H", "C", "C", "C", "C", "C", "C", "N", "Sb", "C", "C", "C", "C", "C", "C", "N", "C", "C", "C", "C", "C", "C", "N", "H", "H", "H", "H", "H", "H", "H", "H", "H", "H", "H", "H", "H", "H", "H", "H", "H", "H", "O", "S", "O", "O", "O", "C", "Ge", "C", "C", "C", "C", "C", "C", "C", "C", "C", "C", "C", "C", "C", "C", "C", "C", "H", "H", "H", "H", "H", "H", "H", "H", "H", "H", "H", "H", "H", "H", "H"],
  "coordinates": [[-0.451, 0.455, -0.723], [-0.733, -4.339, -0.613], [-0.446, -3.459, 0.383], [1.193, -3.222, 0.900], [-1.430, -2.830, 0.937], [-0.902, -1.992, 1.976], [0.998, -1.271, 3.307], [0.266, -2.366, 4.128], [-0.160, -2.083, 5.541], [0.429, -2.628, 6.600], [1.562, -3.562, 6.483], [2.066, -3.880, 5.296], [1.577, -3.250, 4.033], [1.049, 0.187, 3.660], [0.800, 0.753, 4.869], [1.192, 2.076, 5.166], [1.836, 2.813, 4.152], [2.092, 2.248, 2.948], [1.741, 0.921, 2.681], [0.020, -4.633, -1.208], [-1.645, -4.253, -1.035], [-1.031, -1.445, 5.664], [0.044, -2.410, 7.590], [1.952, -4.014, 7.386], [2.869, -4.607, 5.214], [1.526, -3.991, 3.242], [0.287, 0.175, 5.619], [0.972, 2.514, 6.128], [2.128, 3.844, 4.307], [2.589, 2.799, 2.166], [-2.153, 3.285, -1.883], [-0.749, 3.631, -1.508], [-0.287, 4.937, -1.656], [1.003, 5.260, -1.313], [1.836, 4.262, -0.820], [1.332, 2.981, -0.690], [0.061, 2.672, -1.025], [2.863, 1.590, -0.031], [2.712, 0.152, -1.605], [3.909, -0.116, -2.246], [3.925, -1.056, -3.267], [2.746, -1.685, -3.586], [1.570, -1.373, -2.906], [0.316, -2.097, -3.260], [1.550, -0.451, -1.926], [2.002, 0.206, 1.435], [3.176, -0.816, 1.549], [3.308, -1.797, 2.447], [2.349, -1.955, 3.586], [0.534, -1.485, 1.832], [-0.969, -2.732, 3.301], [0.765, -0.471, 0.984], [-2.757, 4.188, -1.961], [-2.623, 2.612, -1.167], [-2.166, 2.760, -2.839], [-0.967, 5.688, -2.032], [1.365, 6.275, -1.423], [2.860, 4.474, -0.544], [4.811, 0.401, -1.947], [4.843, -1.297, -3.790], [2.711, -2.436, -4.365], [0.550, -3.032, -3.767], [-0.304, -1.491, -3.920], [-0.291, -2.304, -2.382], [3.928, -0.779, 0.762], [4.159, -2.469, 2.368], [2.781, -1.504, 4.481], [-1.888, -2.426, 3.795], [-1.030, -3.787, 3.055], [-1.495, -1.149, 1.985], [-3.519, 0.462, -1.931], [-2.392, -0.386, -2.196], [-1.188, 0.487, -2.602], [-1.790, -0.920, -0.861], [-2.602, -1.476, -3.101], [-1.600, 3.443, 1.764], [-2.117, 1.539, 1.476], [-2.402, 1.001, 3.400], [-3.101, -0.167, 3.741], [-3.396, -0.497, 5.060], [-2.995, 0.341, 6.093], [-2.306, 1.506, 5.782], [-2.014, 1.824, 4.459], [-4.091, 1.752, 1.085], [-4.643, 3.010, 1.102], [-6.010, 3.248, 0.805], [-6.831, 2.214, 0.478], [-6.324, 0.890, 0.445], [-7.163, -0.201, 0.093], [-6.683, -1.476, 0.048], [-5.323, -1.722, 0.353], [-4.505, -0.685, 0.691], [-4.961, 0.658, 0.752], [-2.185, 3.897, 2.566], [-1.754, 4.037, 0.862], [-0.540, 3.505, 2.033], [-3.483, -0.822, 2.966], [-3.959, -1.399, 5.278], [-3.231, 0.098, 7.123], [-1.991, 2.176, 6.575], [-1.462, 2.735, 4.263], [-4.031, 3.865, 1.356], [-6.396, 4.260, 0.843], [-7.874, 2.384, 0.234], [-8.200, 0.003, -0.149], [-7.330, -2.296, -0.238], [-4.925, -2.728, 0.292], [-3.453, -0.880, 0.856]],
  "forces_ev_per_a": [[1.6, 0.2, 1.6], [0.2, 0.0, 0.2], [-0.2, -0.2, -0.2], [-0.2, 0.0, 0.0], [0.4, 0.2, 0.3], [-0.1, -0.1, 0.2], [0.1, 0.0, 0.0], [0.0, 0.0, -0.1], [0.0, 0.0, -0.1], [0.2, -0.2, 0.1], [-0.2, 0.1, 0.1], [0.1, 0.0, -0.1], [0.1, 0.2, 0.1], [0.1, -0.1, -0.2], [0.0, 0.1, 0.1], [0.0, 0.0, -0.1], [-0.1, 0.0, 0.1], [-0.1, -0.3, 0.0], [0.1, 0.1, 0.0], [0.0, 0.0, 0.0], [0.0, 0.0, 0.0], [0.1, -0.1, 0.0], [0.0, 0.0, 0.0], [0.0, 0.0, 0.0], [0.0, 0.0, 0.0], [-0.1, 0.0, 0.0], [0.1, 0.0, 0.0], [0.0, 0.0, 0.0], [0.0, 0.0, 0.0], [0.0, 0.0, 0.0], [0.0, 0.0, 0.0], [0.0, -0.1, 0.1], [-0.1, 0.1, 0.0], [0.1, 0.0, 0.0], [-0.1, 0.0, 0.0], [-0.1, -0.1, 0.1], [0.3, 0.1, -0.1], [0.2, 0.1, -0.2], [-0.1, 0.0, -0.2], [-0.1, 0.0, 0.0], [0.1, 0.0, 0.0], [0.0, -0.1, -0.1], [-0.1, -0.1, 0.2], [0.0, 0.1, 0.0], [0.2, 0.2, 0.0], [-0.1, -0.2, -0.2], [-0.2, 0.0, 0.0], [-0.1, 0.0, 0.1], [0.0, 0.0, -0.2], [-0.1, -0.3, 0.0], [0.0, 0.0, -0.1], [0.3, 0.8, 0.1], [0.0, 0.0, 0.0], [0.0, 0.0, 0.0], [0.0, 0.0, 0.0], [0.0, 0.0, 0.0], [0.0, 0.0, 0.0], [0.0, 0.0, 0.0], [0.0, 0.0, 0.0], [0.0, 0.0, 0.0], [0.0, 0.0, 0.0], [0.0, 0.0, 0.0], [0.0, 0.0, 0.0], [0.0, 0.0, 0.0], [0.0, 0.0, 0.0], [0.0, 0.0, 0.0], [0.0, 0.0, 0.1], [0.0, 0.0, 0.0], [0.0, -0.1, 0.0], [0.0, 0.1, 0.1], [0.0, 0.0, 0.0], [-0.6, -0.1, -0.4], [-0.4, 0.0, -0.5], [-0.9, -0.5, -0.6], [0.1, -0.1, -0.1], [0.1, 0.0, 0.1], [-0.4, 0.2, -0.1], [0.0, -0.3, 0.1], [0.0, 0.1, 0.1], [0.0, 0.1, 0.0], [0.0, 0.0, -0.1], [0.0, 0.0, -0.1], [-0.1, 0.0, 0.0], [0.0, 0.0, -0.2], [-0.1, 0.0, 0.0], [0.2, 0.0, 0.1], [0.0, -0.1, 0.0], [0.0, 0.0, 0.0], [0.0, 0.0, 0.0], [0.1, 0.0, 0.0], [-0.1, 0.1, 0.0], [0.1, 0.1, 0.0], [0.1, -0.1, 0.0], [0.0, 0.0, 0.0], [0.0, 0.0, 0.0], [0.0, 0.0, 0.0], [0.0, 0.0, 0.0], [0.0, 0.0, 0.0], [0.0, 0.0, 0.0], [0.0, 0.0, 0.0], [0.0, 0.0, 0.0], [0.0, 0.0, 0.0], [0.0, 0.0, 0.0], [0.0, 0.0, 0.0], [0.0, 0.0, 0.0], [0.0, 0.0, 0.0], [0.0, 0.0, 0.0], [0.0, 0.0, -0.1]]
}